The following is a quantum chemistry calculation of a structure of composition C35H54IrN7O5S2SeSi, from OMol25.

Structure (ORCA input):
```
! wB97M-V def2-TZVPD RIJCOSX def2/J DEFGRID3
* xyz -2 1
Ir 0.441 -0.448 0.250
N 6.951 0.372 4.091
C 5.546 0.501 4.039
C 4.762 0.064 5.101
C 3.377 0.102 5.008
C 2.780 0.604 3.866
C 3.552 1.035 2.792
C 4.930 0.976 2.881
S 1.014 0.664 3.707
O 0.464 0.255 4.976
O 0.704 1.971 3.205
N 0.708 -0.381 2.527
C 0.419 -1.685 2.668
N 0.070 -2.170 1.426
C -0.300 -3.418 1.293
C -0.304 -4.267 2.399
C 0.125 -3.720 3.597
N 0.498 -2.453 3.760
H 7.322 0.441 5.026
H 7.428 1.014 3.474
H 5.237 -0.337 5.991
H 2.751 -0.247 5.819
H 3.057 1.355 1.876
H 5.536 1.269 2.030
H -0.573 -3.736 0.293
H -0.605 -5.301 2.320
H 0.177 -4.342 4.487
C 3.754 -2.117 -2.046
N 4.681 -2.004 -0.924
C 5.421 -0.747 -0.946
C 4.179 -2.430 0.301
N 2.965 -2.795 0.416
N 5.129 -2.403 1.340
C 4.630 -2.695 2.664
C 6.410 -3.022 1.073
H 4.330 -2.004 -2.969
H 2.970 -1.355 -2.008
H 3.278 -3.095 -2.029
H 4.739 0.106 -1.018
H 6.092 -0.740 -1.811
H 6.013 -0.641 -0.039
H 2.783 -3.192 1.332
H 3.746 -2.094 2.875
H 5.398 -2.437 3.393
H 4.374 -3.760 2.794
H 6.739 -2.783 0.065
H 6.362 -4.119 1.169
H 7.149 -2.653 1.789
C 0.155 -1.005 -1.562
C -0.008 -1.373 -2.716
C -0.304 -1.715 -4.060
C -0.598 -3.031 -4.452
C -0.940 -3.334 -5.760
C -1.001 -2.338 -6.727
C -0.708 -1.029 -6.359
C -0.362 -0.721 -5.055
H -0.565 -3.810 -3.700
H -1.172 -4.361 -6.024
H -1.279 -2.576 -7.747
H -0.757 -0.234 -7.096
H -0.140 0.299 -4.768
C -0.804 2.382 -2.293
C -1.592 3.173 -1.257
C -2.025 4.509 -1.859
C -0.809 3.402 0.027
O -2.808 2.465 -0.987
Si -3.221 1.226 0.021
S -1.902 -0.223 0.694
O -3.894 1.847 1.399
C -4.794 2.916 1.619
C -5.773 3.119 0.465
C -3.992 4.194 1.852
C -5.561 2.548 2.888
O -4.558 0.563 -0.708
C -4.753 0.100 -2.038
C -3.487 -0.494 -2.632
C -5.839 -0.968 -1.946
C -5.239 1.279 -2.884
H 0.130 2.888 -2.547
H -1.415 2.275 -3.196
H -0.537 1.394 -1.916
H -1.146 5.091 -2.144
H -2.608 5.093 -1.142
H -2.637 4.339 -2.748
H 0.122 3.933 -0.184
H -0.526 2.464 0.503
H -1.403 3.994 0.728
H -5.242 3.400 -0.446
H -6.477 3.916 0.723
H -6.324 2.201 0.263
H -3.457 4.466 0.942
H -3.263 4.035 2.648
H -4.653 5.019 2.134
H -6.134 1.635 2.720
H -6.246 3.349 3.181
H -4.856 2.365 3.700
H -3.082 -1.277 -1.991
H -2.707 0.261 -2.741
H -3.692 -0.911 -3.622
H -5.494 -1.786 -1.313
H -6.081 -1.364 -2.936
H -6.743 -0.544 -1.503
H -4.512 2.089 -2.823
H -6.201 1.643 -2.515
H -5.352 0.983 -3.931
Se 2.058 1.100 -0.500
*
```

HOMO   -0.88 eV
Kohn-Sham gap   5.10 eV
DFT total energy   -5717.43531 Ha
M   1016.26 g mol⁻¹

---

The following is a quantum chemistry calculation of a structure of composition C35H54LaN5O2SSi in a non-equilibrium geometry, from OMol25.

Structure (ORCA input):
```
! wB97M-V def2-TZVPD RIJCOSX def2/J DEFGRID3
* xyz 0 1
La -0.156 0.341 0.169
C 0.788 3.603 -0.713
N 1.720 2.507 -0.375
C 2.497 2.927 0.808
C 3.198 1.850 1.638
C 2.309 0.960 2.514
N 1.740 -0.181 1.782
C 2.124 -1.352 2.131
C 1.736 -2.651 1.586
C 2.419 -3.764 2.120
C 2.149 -5.049 1.725
C 1.148 -5.247 0.757
C 0.458 -4.184 0.219
C 0.722 -2.852 0.615
O 0.035 -1.869 0.103
C 2.562 2.330 -1.577
C 3.519 1.148 -1.657
C 2.874 -0.222 -1.428
N 1.463 -0.204 -1.805
C 1.105 -0.854 -2.836
C -0.243 -0.929 -3.415
C -0.353 -1.652 -4.611
C -1.545 -1.782 -5.289
C -2.677 -1.159 -4.751
C -2.596 -0.445 -3.573
C -1.388 -0.310 -2.862
O -1.365 0.384 -1.743
H 1.339 4.523 -0.954
H 0.116 3.788 0.121
H 0.192 3.319 -1.585
H 1.801 3.443 1.471
H 3.246 3.666 0.488
H 3.859 2.395 2.316
H 3.843 1.217 1.023
H 1.494 1.557 2.930
H 2.913 0.591 3.344
H 2.847 -1.425 2.950
H 3.187 -3.581 2.868
H 2.686 -5.888 2.152
H 0.910 -6.255 0.433
H -0.317 -4.327 -0.526
H 3.135 3.252 -1.740
H 1.870 2.235 -2.412
H 4.373 1.269 -0.987
H 3.920 1.183 -2.673
H 2.941 -0.483 -0.374
H 3.418 -0.980 -1.992
H 1.865 -1.415 -3.390
H 0.545 -2.119 -5.007
H -1.601 -2.344 -6.214
H -3.631 -1.237 -5.264
H -3.465 0.050 -3.157
C -0.449 4.988 4.478
Si -1.796 4.622 3.261
C -2.010 6.064 2.117
C -3.375 4.316 4.179
C -1.344 3.169 2.276
C -1.000 2.216 1.564
H -0.709 5.857 5.094
H 0.499 5.200 3.969
H -0.292 4.130 5.144
H -2.282 6.975 2.667
H -2.800 5.861 1.381
H -1.081 6.261 1.567
H -3.619 5.169 4.824
H -3.280 3.424 4.811
H -4.217 4.155 3.495
C -3.513 3.282 -2.280
C -2.967 3.307 -0.853
C -4.078 3.383 0.195
C -4.766 2.050 0.451
N -3.872 1.178 1.226
C -3.742 -0.153 1.256
S -2.376 -0.854 2.042
N -4.624 -0.989 0.676
C -5.985 -0.784 0.159
C -6.069 -0.708 -1.368
C -6.133 -2.067 -2.069
C -4.904 -2.957 -1.849
H -2.716 3.104 -3.006
H -4.001 4.229 -2.533
H -4.254 2.483 -2.417
H -2.297 4.163 -0.730
H -2.365 2.418 -0.681
H -4.842 4.093 -0.134
H -3.680 3.757 1.146
H -5.020 1.584 -0.497
H -5.690 2.219 1.003
H -3.093 1.645 1.682
H -4.286 -1.936 0.706
H -6.402 0.105 0.611
H -6.584 -1.622 0.518
H -5.192 -0.163 -1.730
H -6.952 -0.122 -1.643
H -6.257 -1.888 -3.140
H -7.032 -2.598 -1.736
H -3.976 -2.411 -2.052
H -4.930 -3.827 -2.506
H -4.853 -3.340 -0.823
*
```

HOMO   -7.57 eV
Kohn-Sham gap   8.01 eV
DFT total energy   -2509.73648 Ha
M   775.91 g mol⁻¹

---

The following is a quantum chemistry calculation of a structure of composition C35H55IrN4OP2 in a non-equilibrium geometry, from OMol25.

Structure (ORCA input):
```
! wB97M-V def2-TZVPD RIJCOSX def2/J DEFGRID3
* xyz 3 6
C 2.507 0.679 -1.106
C 0.416 0.913 -2.052
C 3.101 1.276 -2.218
C 0.920 1.743 -3.067
C 2.297 1.901 -3.167
H 4.176 1.207 -2.331
H 0.221 2.183 -3.775
H 2.732 2.436 -4.011
N 1.175 0.730 -0.952
P 2.387 -0.364 1.482
P -2.627 0.419 -1.279
C 3.251 -0.219 -0.152
H 3.305 -1.223 -0.598
H 4.287 0.112 -0.074
C -0.937 -0.932 2.014
O -1.754 -1.452 2.669
C -0.746 0.008 -2.253
H -1.010 0.150 -3.297
C -3.736 -0.527 -2.468
C -3.826 1.373 -0.032
C 2.618 -2.123 2.126
C 3.472 0.887 2.436
C -3.896 -1.920 -1.822
H -4.359 -1.869 -0.829
H -4.531 -2.543 -2.470
H -2.920 -2.416 -1.710
C -5.081 0.149 -2.781
H -5.696 0.401 -1.921
H -4.912 1.059 -3.371
H -5.655 -0.547 -3.410
C -3.162 -0.700 -3.881
H -3.805 -1.393 -4.445
H -3.102 0.249 -4.427
H -2.174 -1.141 -3.870
C -4.936 0.462 0.510
H -4.503 -0.291 1.182
H -5.639 1.064 1.108
H -5.522 -0.073 -0.239
C -3.113 1.919 1.202
H -2.661 1.124 1.803
H -2.336 2.637 0.934
H -3.827 2.453 1.852
C -4.262 2.583 -0.860
H -4.793 2.325 -1.777
H -4.906 3.242 -0.263
H -3.369 3.153 -1.150
C 3.054 0.905 3.909
H 3.641 1.683 4.417
H 1.995 1.150 4.043
H 3.267 -0.046 4.415
C 3.289 2.277 1.815
H 3.603 2.308 0.764
H 2.260 2.632 1.880
H 3.919 2.987 2.370
C 4.981 0.582 2.364
H 5.504 1.434 2.818
H 5.268 -0.307 2.927
H 5.366 0.485 1.345
C 2.173 -3.090 1.024
H 2.887 -3.125 0.192
H 2.089 -4.103 1.445
H 1.188 -2.817 0.624
C 1.728 -2.329 3.364
H 0.665 -2.293 3.110
H 1.941 -3.321 3.789
H 1.917 -1.581 4.143
C 4.066 -2.435 2.509
H 4.777 -2.184 1.713
H 4.366 -1.939 3.440
H 4.146 -3.517 2.689
Ir 0.197 -0.180 0.787
N -0.257 -1.556 -0.548
C -0.456 -1.337 -1.797
C -0.029 -2.542 -2.745
C -0.706 -2.725 -4.096
C 1.464 -2.364 -2.995
C -0.278 -3.811 -1.946
H -1.773 -2.964 -4.002
H -0.538 -1.890 -4.785
H -0.259 -3.612 -4.569
H 2.005 -2.315 -2.037
H 1.847 -3.218 -3.574
H 1.666 -1.436 -3.548
H 0.170 -4.679 -2.445
H 0.133 -3.685 -0.939
H -1.356 -3.971 -1.828
N -0.234 6.413 0.996
C -0.225 5.366 1.522
C -0.223 4.079 2.181
C -0.423 3.984 3.563
C -0.410 2.728 4.149
C -0.215 1.605 3.344
N -0.042 1.701 2.016
C -0.029 2.916 1.425
H -0.584 4.888 4.152
H -0.554 2.577 5.217
H -0.181 0.604 3.784
H 0.134 2.964 0.343
*
```

HOMO (alpha / beta)   -15.30 / -17.96 eV
<S²>   8.791
Kohn-Sham gap (alpha / beta)   6.01 / 5.10 eV
DFT total energy   -2446.78590 Ha
M   802.02 g mol⁻¹

---

The following is a quantum chemistry calculation of a structure of composition C35H56AlBrCl6CsF2N6O14S in a non-equilibrium geometry, from OMol25.

Structure (ORCA input):
```
! wB97M-V def2-TZVPD RIJCOSX def2/J DEFGRID3
* xyz 1 1
C -1.358 -4.939 -3.026
C -1.604 -4.511 -1.549
C -1.663 -3.004 -1.325
F -2.265 -2.304 -2.381
C -0.310 -2.351 -1.080
C 0.832 -2.697 -1.857
N 2.029 -2.176 -1.730
C 2.057 -1.204 -0.767
C 3.292 -0.516 -0.538
C 4.542 -0.855 -1.346
C 3.363 0.480 0.393
C 2.245 0.890 1.194
C 2.413 2.027 2.171
C 3.727 1.993 2.996
O 4.054 0.743 3.525
C 4.908 2.680 2.202
N 6.080 1.787 2.123
C 1.057 0.212 0.999
C -0.199 0.552 1.806
C -1.342 1.107 0.949
C -0.898 2.362 0.159
C -0.384 1.877 -1.271
C -1.258 2.295 -2.520
O -0.402 2.941 -3.458
C 0.306 2.012 -4.257
C 1.602 1.395 -3.792
O -0.150 1.751 -5.318
C 0.958 -0.833 0.024
N -0.262 -1.434 -0.142
H -0.306 -5.184 -3.125
H -1.923 -5.847 -3.241
H -1.646 -4.161 -3.738
H -2.602 -4.893 -1.295
H -0.932 -5.017 -0.852
H -2.259 -2.797 -0.428
H 0.703 -3.460 -2.624
H 4.394 -1.750 -1.947
H 5.370 -1.004 -0.646
H 4.766 0.019 -1.968
H 4.332 0.958 0.506
H 1.583 2.147 2.862
H 2.454 2.955 1.579
H 3.556 2.644 3.861
H 4.294 0.125 2.825
H 5.223 3.566 2.769
H 4.567 3.044 1.226
H 6.477 1.805 1.191
H 6.786 2.130 2.760
H -0.561 -0.398 2.227
H -0.022 1.209 2.667
H -2.136 1.422 1.645
H -1.805 0.364 0.297
H -1.750 3.077 0.089
H -0.052 2.803 0.688
H -0.373 0.789 -1.276
H 0.633 2.253 -1.379
H -1.631 1.388 -3.010
H -2.127 2.933 -2.232
H 2.363 1.498 -4.567
H 2.004 1.848 -2.881
H 1.488 0.325 -3.581
Al -1.612 4.390 -1.265
C -0.623 4.495 3.816
Cl -0.893 2.754 4.083
Cl 0.262 4.852 2.329
H -1.586 4.987 3.762
H -0.052 4.884 4.652
C 0.192 -7.940 -6.478
C 0.262 -6.574 -5.840
O 0.467 -6.427 -4.642
N 0.088 -5.495 -6.642
C -0.163 -5.458 -8.074
H 0.350 -8.694 -5.712
H -0.788 -8.101 -6.928
H 0.970 -8.046 -7.236
H 0.146 -4.618 -6.149
H 0.632 -4.893 -8.553
H -1.112 -4.949 -8.252
H -0.206 -6.456 -8.499
O -1.912 -5.710 1.466
S -1.323 -5.460 2.747
O -1.417 -6.421 3.798
O -1.833 -4.046 3.278
C -3.255 -3.837 3.386
C -3.866 -4.590 4.550
C 0.370 -5.024 2.536
H -3.741 -4.100 2.444
H -3.390 -2.766 3.532
H -3.799 -5.667 4.406
H -4.920 -4.332 4.659
H -3.344 -4.354 5.478
H 0.449 -4.267 1.758
H 0.902 -5.926 2.241
H 0.758 -4.655 3.482
C -4.449 7.449 6.007
C -3.053 8.003 5.999
O -2.474 7.337 4.879
C -3.482 7.081 4.012
O -3.342 6.775 2.876
O -4.707 7.219 4.620
F -2.410 7.656 7.134
H -4.518 6.504 6.553
H -5.165 8.144 6.420
H -2.992 9.085 5.857
C 4.935 5.662 0.836
O 6.153 5.787 0.788
O 4.256 4.895 0.106
O 4.177 6.278 1.631
Br -1.423 7.747 9.187
C -1.528 3.680 10.417
Cl -1.023 3.760 8.720
Cl -0.129 3.260 11.412
Cl -2.147 5.253 10.892
Cl -2.785 2.441 10.616
Cs -7.029 8.993 6.578
C -0.217 -2.233 -9.907
O 0.773 -2.882 -9.616
N -0.590 -1.113 -9.218
N -1.034 -2.572 -10.948
H -1.399 -0.566 -9.441
H -0.011 -0.834 -8.448
H -0.789 -3.389 -11.476
H -1.852 -2.054 -11.206
*
```

HOMO   -7.83 eV
Kohn-Sham gap   1.37 eV
DFT total energy   -8944.26956 Ha
M   1307.43 g mol⁻¹